# C6H10O

A single C6H10O molecule (the ωB97M-V functional and the def2-TZVPD basis, the OMol25 dataset).

Each atom is followed by the atoms it is bonded to, with distances in Å.
Geometry (Å):
1 C -1.211 -0.186 -1.930  C2 1.535, H8 1.098, H9 1.095, H10 1.096
2 C 0.131 0.079 -1.233  C1 1.535, C3 1.539, H11 1.097, H12 1.095
3 C 0.095 0.324 0.286  C2 1.539, C4 1.562, O5 1.419, C6 1.490
4 C 1.500 0.551 0.930  C3 1.562, H13 1.095, H14 1.093, H15 1.093
5 O -0.781 1.425 0.472  C3 1.419, H16 0.965
6 C -0.312 -0.857 1.097  C3 1.490, C7 1.207
7 C -0.212 -1.674 1.980  C6 1.207, H17 1.067
8 H -1.036 -0.320 -3.005  C1 1.098
9 H -1.913 0.645 -1.812  C1 1.095
10 H -1.700 -1.099 -1.569  C1 1.096
11 H 0.583 0.972 -1.681  C2 1.097
12 H 0.808 -0.759 -1.428  C2 1.095
13 H 1.331 0.720 1.999  C4 1.095
14 H 2.057 -0.386 0.849  C4 1.093
15 H 2.129 1.360 0.549  C4 1.093
16 H -1.101 1.414 1.383  O5 0.965
17 H -0.015 -2.358 2.775  C7 1.067

## Properties
LUMO energy   0.92 eV
Charge   0
HOMO energy   -10.03 eV
Gap between HOMO and LUMO   10.948 eV
SMILES string   C#C[C@](C)(O)CC
Relative energy (zero: lowest compared OMol25 entry of this formula, charge and spin)   42.89 kcal/mol
DFT total energy   -8429.3803 eV

These are the Löwdin partial charges, in e, on atoms 1 to 6: -0.09 -0.19 -0.57 -0.03 -0.01 -0.08